# 1
34
Properties=species:S:1:pos:R:3 method="wB97M-V/def2-TZVPD" smiles=Cc1c[nH]c2ccccc12.CCc1c[nH]cn1 de_lowest_kj_mol=35.1
C -0.562 3.214 -3.959
C -1.706 2.357 -3.539
C -2.980 2.308 -4.023
N -3.642 1.219 -3.507
C -2.833 0.614 -2.557
C -3.083 -0.540 -1.813
C -2.056 -0.943 -0.991
C -0.779 -0.366 -1.074
C -0.552 0.765 -1.828
C -1.609 1.296 -2.575
H -0.107 3.756 -3.118
H -0.873 4.015 -4.627
H 0.221 2.620 -4.441
H -3.471 3.061 -4.620
H -4.643 1.118 -3.497
H -4.034 -1.040 -1.960
H -2.185 -1.780 -0.330
H 0.013 -0.715 -0.426
H 0.405 1.272 -1.827
C 4.263 -0.969 2.656
C 3.200 -2.041 2.436
C 1.919 -1.748 3.158
C 1.523 -2.380 4.299
N 0.439 -1.671 4.765
C 0.244 -0.644 3.901
N 1.093 -0.676 2.915
H 3.876 0.036 2.785
H 4.893 -0.850 1.776
H 5.039 -1.170 3.399
H 3.045 -2.106 1.354
H 3.519 -3.028 2.780
H 2.071 -3.113 4.866
H -0.118 -1.955 5.551
H -0.529 0.083 4.070

---

# 2
30
Properties=species:S:1:pos:R:3 method="wB97M-V/def2-TZVPD" total_charge=+1 de_lowest_kj_mol=183.2
C -2.971 0.431 -1.029
C -2.755 1.309 0.235
C -2.137 -0.786 -0.759
C -1.620 0.604 1.116
C -0.480 -1.608 0.823
C 1.327 -0.001 -1.571
C 3.369 -1.186 0.292
C 3.302 1.984 0.246
N -1.740 -0.853 0.627
Si 2.750 0.359 -0.566
H -4.019 0.139 -1.182
H -2.544 0.936 -1.847
H -2.383 2.406 0.042
H -3.577 1.280 0.887
H -2.590 -1.775 -1.017
H -1.223 -0.595 -1.337
H -0.641 0.946 0.866
H -0.347 -2.531 0.193
H 0.269 -0.818 0.344
H -0.122 -1.761 1.879
H 1.285 -0.855 -2.272
H -1.722 0.620 2.272
H 0.554 0.688 -1.951
H 3.051 -2.129 -0.242
H 4.584 -1.246 0.444
H 3.027 -1.265 1.367
H 4.050 1.949 0.926
H 3.480 2.728 -0.572
H 2.309 2.286 0.630
H -2.485 -1.257 1.157

---

# 3
16
Properties=species:S:1:pos:R:3 method="wB97M-V/def2-TZVPD" total_charge=+1 de_lowest_kj_mol=2.2
K -0.247 -0.767 0.233
O -1.860 1.367 0.899
H -1.821 1.997 1.631
H -2.676 0.865 1.046
O -2.316 -0.600 -1.782
H -2.240 -0.876 -2.705
H -2.655 0.307 -1.811
O 0.943 -0.074 2.801
H 1.311 -0.668 3.468
H 1.139 0.815 3.125
O 1.745 -2.141 -1.087
H 1.632 -3.016 -1.484
H 2.515 -1.759 -1.526
O 1.465 1.404 -0.565
H 2.196 1.185 -1.156
H 0.869 1.961 -1.087

---

Calculated total energy in order - -19264.09266 -17978.94416 -26721.36182 eV